No. 1
DFT (ωB97M-V with the def2-TZVPD basis set) results for one molecule with the formula C5H9NO.

SMILES: C[C@H]1N[C@H]1[C@H]1CO1
HOMO in Ha: -0.341
Gap between HOMO and LUMO in eV: 10.436
E_tot in hartree: -325.831125

```
! RIJCOSX wB97M-V def2-TZVPD def2/J DEFGRID3
* xyz 0 1
C -1.953 -0.459 0.024
C -1.147 0.647 0.660
N -0.002 0.334 1.521
C 0.235 0.979 0.234
C 0.956 0.231 -0.850
C 2.166 -0.532 -0.533
O 0.932 -1.189 -0.797
H -2.543 -0.076 -0.817
H -2.649 -0.885 0.755
H -1.308 -1.260 -0.346
H -1.744 1.473 1.048
H 0.209 -0.660 1.421
H 0.559 2.017 0.310
H 0.854 0.639 -1.857
H 2.945 -0.672 -1.281
H 2.490 -0.586 0.506
*
```

Atomic partial charges in e from the Löwdin method, atoms 1 to 2:
1 C -0.05
2 C -0.31


No. 2
DFT (ωB97M-V with the def2-TZVPD basis set) results for one molecule with the formula C5H9NO in a non-equilibrium geometry.

SMILES: C[C@@H](O)[C@@H](C)C#N
HOMO in Ha: -0.406
Gap between HOMO and LUMO in eV: 11.652
E_tot in hartree: -325.880291

```
! RIJCOSX wB97M-V def2-TZVPD def2/J DEFGRID3
* xyz 0 1
C 0.549 1.529 0.456
C 0.084 0.153 0.913
O -1.337 0.355 1.238
C 0.041 -0.966 -0.146
C -0.713 -0.549 -1.417
C 1.368 -1.508 -0.486
N 2.387 -1.972 -0.781
H 0.829 1.634 -0.599
H 1.308 2.005 1.086
H -0.455 1.943 0.638
H 0.621 -0.197 1.802
H -1.458 0.694 2.137
H -0.513 -1.775 0.339
H -0.889 -1.417 -2.057
H -0.151 0.189 -1.997
H -1.673 -0.117 -1.126
*
```

Atomic partial charges in e from the Löwdin method, atoms 1 to 2:
1 C -0.03
2 C -0.36


No. 3
DFT (ωB97M-V with the def2-TZVPD basis set) results for one molecule with the formula C5H9NO.

SMILES: C[C@H]1CC/C1=[NH+]\[O-]
HOMO in Ha: -0.307
Gap between HOMO and LUMO in eV: 9.073
E_tot in hartree: -325.796138

```
! RIJCOSX wB97M-V def2-TZVPD def2/J DEFGRID3
* xyz 0 1
C 1.571 0.985 -0.542
C 0.290 0.163 -0.576
C 0.376 -1.362 -0.242
C -0.608 -1.192 0.962
C -0.706 0.248 0.535
N -1.698 1.076 0.448
O -2.739 1.181 1.142
H 2.149 0.774 -1.448
H 2.202 0.773 0.327
H 1.335 2.056 -0.539
H -0.242 0.441 -1.507
H 0.004 -2.005 -1.041
H 1.377 -1.698 0.050
H -0.182 -1.415 1.945
H -1.564 -1.722 0.873
H -1.563 1.696 -0.385
*
```

Atomic partial charges in e from the Löwdin method, atoms 1 to 2:
1 C -0.06
2 C -0.32


No. 4
DFT (ωB97M-V with the def2-TZVPD basis set) results for a 2-piece molecular cluster, C5H9NO overall in a non-equilibrium geometry.

SMILES: Cc1ccc[nH]1.O
HOMO in Ha: -0.293
Gap between HOMO and LUMO in eV: 8.808
E_tot in hartree: -325.864005

```
! RIJCOSX wB97M-V def2-TZVPD def2/J DEFGRID3
* xyz 0 1
C -1.217 0.586 -1.540
C -0.269 0.604 -0.415
C 0.998 0.111 -0.576
C 1.697 0.254 0.727
C 0.815 1.050 1.484
N -0.414 1.140 0.904
H -2.034 1.342 -1.275
H -0.600 0.965 -2.422
H -1.626 -0.469 -1.575
H 1.540 -0.430 -1.389
H 2.617 -0.059 1.216
H 1.126 1.710 2.341
H -1.212 1.691 1.329
O -0.952 -2.909 -0.334
H -0.108 -2.455 -0.455
H -1.335 -2.635 0.496
*
```

Atomic partial charges in e from the Löwdin method, atoms 1 to 2:
1 C -0.06
2 C -0.38


No. 5
DFT (ωB97M-V with the def2-TZVPD basis set) results for C5H9NO as an isolated structure in a non-equilibrium geometry.

HOMO in Ha: -0.342
Gap between HOMO and LUMO in eV: 10.085
E_tot in hartree: -325.753503

```
! RIJCOSX wB97M-V def2-TZVPD def2/J DEFGRID3
* xyz 0 1
C 1.808 0.128 0.708
C 0.746 -0.094 -0.362
N -0.191 -1.301 -0.262
C -0.991 -0.371 0.873
C -0.638 0.550 -0.289
O -1.038 1.857 -0.495
C -1.109 -0.602 -1.190
H 2.575 -0.651 0.649
H 2.308 1.093 0.554
H 1.397 0.126 1.721
H 1.193 -0.055 -1.360
H -0.330 -0.976 1.452
H -2.074 -0.479 1.030
H -0.742 2.401 0.243
H -0.785 -0.654 -2.228
H -2.129 -0.970 -1.045
*
```

Atomic partial charges in e from the Löwdin method, atoms 1 to 2:
1 C -0.05
2 C -0.28


No. 6
DFT (ωB97M-V with the def2-TZVPD basis set) results for C5H9NO as an isolated structure in a non-equilibrium geometry.

HOMO in Ha: -0.293
Gap between HOMO and LUMO in eV: 8.411
E_tot in hartree: -325.752917

```
! RIJCOSX wB97M-V def2-TZVPD def2/J DEFGRID3
* xyz 0 1
C -2.055 0.641 1.321
C -0.826 -0.121 0.942
C -0.295 -0.166 -0.395
N 0.987 -0.572 -0.465
C 1.666 -0.494 -1.738
C 1.593 0.426 0.985
O 2.747 0.539 1.082
H -2.421 1.257 0.494
H -1.820 1.311 2.156
H -2.862 -0.018 1.660
H -0.464 -0.897 1.610
H -1.121 -1.029 -0.285
H -0.720 0.551 -1.115
H 2.728 -0.312 -1.541
H 1.586 -1.438 -2.293
H 1.290 0.317 -2.385
*
```

Atomic partial charges in e from the Löwdin method, atoms 1 to 2:
1 C -0.08
2 C -0.13


No. 7
DFT (ωB97M-V with the def2-TZVPD basis set) results for one molecule with the formula C5H9NO.

HOMO (spin up / spin down) in Ha: -0.252 / -0.252
Gap between HOMO and LUMO (spin up / spin down) in eV: 6.426 / 6.425
E_tot in hartree: -325.820058

```
! RIJCOSX wB97M-V def2-TZVPD def2/J DEFGRID3
* xyz 0 1
C 0.071 -1.265 1.646
C -0.127 -0.379 0.451
C -0.935 0.873 0.707
C 1.016 1.171 -1.599
N 0.231 0.198 -1.838
C 0.124 -0.945 -0.780
O 0.365 -2.063 -1.225
H -0.853 -1.768 1.969
H 0.425 -0.666 2.498
H 0.818 -2.036 1.439
H -1.902 0.595 1.155
H -1.177 1.447 -0.194
H -0.463 1.564 1.422
H 1.060 2.052 -2.233
H 1.617 1.091 -0.698
H -0.271 0.130 -2.721
*
```

Atomic partial charges in e from the Löwdin method, atoms 1 to 2:
1 C -0.08
2 C -0.33


No. 8
DFT (ωB97M-V with the def2-TZVPD basis set) results for one molecule with the formula C5H9NO in a non-equilibrium geometry.

HOMO (spin up / spin down) in Ha: -0.341 / -0.341
Gap between HOMO and LUMO (spin up / spin down) in eV: 8.825 / 8.827
E_tot in hartree: -325.804362

```
! RIJCOSX wB97M-V def2-TZVPD def2/J DEFGRID3
* xyz 0 1
N 2.426 0.679 0.328
C 1.373 0.290 -0.278
C 0.854 -1.131 -0.118
C -0.578 -1.124 0.469
C -1.416 -0.031 -0.200
C -1.070 1.323 0.178
O 0.578 1.085 -1.017
H 2.589 1.665 0.097
H 0.826 -1.602 -1.110
H 1.540 -1.700 0.515
H -0.526 -0.959 1.553
H -1.052 -2.099 0.309
H -0.916 0.130 -1.200
H -2.477 -0.207 -0.359
H -0.456 1.567 1.026
H -1.688 2.146 -0.192
*
```

Atomic partial charges in e from the Löwdin method, atoms 1 to 2:
1 N 0.14
2 C -0.58


No. 9
DFT (ωB97M-V with the def2-TZVPD basis set) results for one molecule with the formula C5H9NO in a non-equilibrium geometry.

SMILES: C[C@@H](O)[C@@H](C)C#N
HOMO in Ha: -0.399
Gap between HOMO and LUMO in eV: 11.512
E_tot in hartree: -325.901600

```
! RIJCOSX wB97M-V def2-TZVPD def2/J DEFGRID3
* xyz 0 1
C -1.538 -0.221 -0.647
C -0.670 -0.268 0.603
O -0.281 -1.590 0.928
C 0.649 0.535 0.492
C 1.761 -0.187 -0.279
C 0.390 1.852 -0.107
N 0.187 2.871 -0.617
H -1.862 0.802 -0.860
H -2.440 -0.828 -0.495
H -1.005 -0.612 -1.520
H -1.242 0.170 1.436
H -1.077 -2.136 0.942
H 1.007 0.711 1.514
H 2.663 0.432 -0.300
H 1.467 -0.400 -1.312
H 1.990 -1.131 0.220
*
```

Atomic partial charges in e from the Löwdin method, atoms 1 to 2:
1 C -0.04
2 C -0.42


No. 10
DFT (ωB97M-V with the def2-TZVPD basis set) results for an isolated ion of composition C5H9NO and charge +1 in a non-equilibrium geometry.

HOMO (spin up / spin down) in Ha: -0.499 / -0.497
Gap between HOMO and LUMO (spin up / spin down) in eV: 9.268 / 5.534
E_tot in hartree: -325.524395

```
! RIJCOSX wB97M-V def2-TZVPD def2/J DEFGRID3
* xyz 1 2
O 0.028 -1.961 2.597
C -0.340 -1.214 1.682
C 0.558 -0.058 1.417
C 0.882 -0.117 -0.074
C -0.163 0.478 -0.975
C -0.763 1.694 -0.698
N -0.591 -0.359 -2.047
H -1.355 -1.151 1.191
H 0.013 0.832 1.899
H 1.604 -0.397 1.862
H 1.953 0.183 -0.356
H 1.240 -1.235 -0.282
H -1.487 2.283 -1.337
H -0.524 2.122 0.330
H -1.088 -0.004 -2.883
H 0.034 -1.095 -2.325
*
```

Atomic partial charges in e from the Löwdin method, atoms 1 to 2:
1 O 0.07
2 C -0.26


No. 11
DFT (ωB97M-V with the def2-TZVPD basis set) results for an isolated ion of composition C5H9NO2 and charge -1 in a non-equilibrium geometry.

HOMO (spin up / spin down) in Ha: 0.030 / -0.147
Gap between HOMO and LUMO (spin up / spin down) in eV: 2.974 / 7.640
E_tot in hartree: -401.069129

```
! RIJCOSX wB97M-V def2-TZVPD def2/J DEFGRID3
* xyz -1 2
O 1.342 2.596 -0.582
C 0.541 1.863 -0.005
N 1.051 0.601 0.355
C 0.229 -0.459 0.725
C 0.464 -1.821 -0.142
C -0.564 -2.174 -1.237
O -0.771 -3.372 -1.388
C -0.884 2.138 0.262
H 2.019 0.654 0.652
H 0.548 -0.782 1.731
H -0.866 -0.164 0.694
H 1.495 -1.810 -0.590
H 0.511 -2.668 0.544
H -1.073 -1.589 -1.915
H -1.017 3.297 0.428
H -1.621 2.108 -0.667
H -1.403 1.582 1.134
*
```

Atomic partial charges in e from the Löwdin method, atoms 1 to 2:
1 O 0.00
2 C -0.55


No. 12
DFT (ωB97M-V with the def2-TZVPD basis set) results for C5H9NO2 as an isolated structure in a non-equilibrium geometry.

HOMO in Ha: -0.330
Gap between HOMO and LUMO in eV: 9.355
E_tot in hartree: -400.897653

```
! RIJCOSX wB97M-V def2-TZVPD def2/J DEFGRID3
* xyz 0 1
C -1.926 0.164 0.726
C -0.488 0.160 0.584
C 0.282 -1.226 0.364
C 1.332 -0.882 -0.811
C 1.520 0.646 -0.872
H -3.440 1.417 1.035
H 0.355 0.821 1.570
H 0.404 -1.769 1.405
H -0.220 -1.874 -0.015
H 2.255 -1.524 -0.472
H 1.190 -1.434 -1.600
H 1.527 1.101 -2.111
H 2.062 1.013 -0.251
H 0.054 1.875 -0.568
N -0.012 0.990 -0.618
O -2.256 1.317 1.281
O -2.639 -0.796 0.352
*
```

Atomic partial charges in e from the Löwdin method, atoms 1 to 2:
1 C -0.56
2 C -0.21


No. 13
DFT (ωB97M-V with the def2-TZVPD basis set) results for a 3-piece molecular cluster, C5H9NO2 overall in a non-equilibrium geometry.

HOMO in Ha: -0.300
Gap between HOMO and LUMO in eV: 4.190
E_tot in hartree: -400.888533

```
! RIJCOSX wB97M-V def2-TZVPD def2/J DEFGRID3
* xyz 0 1
C 0.301 -1.177 -0.634
C -1.265 0.385 1.380
C -1.991 0.795 0.279
C -2.492 0.065 -0.785
N 1.048 -1.987 -0.042
C 3.101 0.692 0.040
O 2.228 0.937 -0.832
O 3.207 -0.272 0.828
H -0.319 -1.321 -1.536
H 0.203 -0.143 -0.208
H -1.087 1.107 2.167
H -1.105 -0.671 1.542
H -2.100 1.868 0.151
H -2.736 -0.983 -0.894
H -2.851 0.698 -1.587
H 1.942 -1.446 0.023
H 3.916 1.452 0.108
*
```

Atomic partial charges in e from the Löwdin method, atoms 1 to 2:
1 C -0.12
2 C 0.16


No. 14
DFT (ωB97M-V with the def2-TZVPD basis set) results for C5H9NO2 as an isolated structure in a non-equilibrium geometry.

HOMO in Ha: -0.289
Gap between HOMO and LUMO in eV: 8.399
E_tot in hartree: -401.024948

```
! RIJCOSX wB97M-V def2-TZVPD def2/J DEFGRID3
* xyz 0 1
C 0.114 -1.331 -1.195
C -0.333 1.396 -1.117
C -1.439 -0.005 1.011
C 0.999 -0.369 0.321
C -0.327 -0.124 0.011
N 1.791 -0.148 1.391
O 1.439 -1.089 -0.729
O 0.318 1.190 -2.170
H 1.490 0.533 2.066
H 2.778 -0.321 1.274
H 0.006 -1.099 -2.247
H -0.261 -2.301 -0.880
H 0.050 2.134 -0.375
H -1.436 1.459 -1.170
H -1.257 0.809 1.718
H -2.383 0.189 0.496
H -1.551 -0.924 1.595
*
```

Atomic partial charges in e from the Löwdin method, atoms 1 to 2:
1 C 0.00
2 C -0.35